No. 1
Below is the molecule C2H3Cl2N at a distorted geometry, with properties calculated with the ωB97M-V functional and the def2-TZVPD basis.

The geometry in XYZ format:
```
8
Properties=species:S:1:pos:R:3:forces:R:3
H 1.7260 -0.5530 1.2812 -1.3 0.6 -0.6
N 0.9435 0.1252 1.4291 0.9 -1.3 -0.3
C -0.0182 0.2800 0.6414 0.9 -0.8 -1.0
Cl -1.0880 1.4805 1.1757 -1.6 1.2 0.2
C -0.3912 -0.1015 -0.9007 -0.1 -2.1 4.1
Cl 0.0930 -1.7641 -1.3238 0.4 0.4 0.0
H 0.2006 0.6406 -1.3004 0.8 1.4 -2.1
H -1.4657 -0.1077 -1.0025 0.0 0.7 -0.2
```
Forces are in eV/Å.

Output
SMILES: [H]/N=C(/Cl)CCl
LUMO (eV): 0.755
HOMO level (eV): -10.33


No. 2
Below is C24H30GeN9OS2Ti as an isolated structure at a distorted geometry, with properties calculated with the ωB97M-V functional and the def2-TZVPD basis.

The geometry in XYZ format:
```
68
Properties=species:S:1:pos:R:3:forces:R:3
Ti -0.8613 -0.0150 -0.6681 -0.7 2.6 1.3
C -3.0414 -2.9513 3.7496 -0.2 -0.2 0.1
C -2.0247 -2.2391 4.3609 -0.2 -0.1 0.0
C -1.2036 -1.4063 3.6308 0.2 0.2 -0.1
C -1.3471 -1.2685 2.2345 -0.4 -0.3 0.3
C -2.4085 -1.9887 1.6423 0.2 0.1 -0.1
C -3.2310 -2.8048 2.3840 -0.1 -0.2 0.1
N -0.6505 -0.4176 1.4298 0.1 -0.8 -1.4
C 0.3537 0.4125 1.8202 0.4 1.6 0.6
C 1.2716 0.2739 2.8779 -0.3 -0.1 -0.1
C 2.0615 1.3350 3.2683 0.0 0.2 0.0
C 1.9892 2.5702 2.6279 0.1 0.0 0.1
C 1.1607 2.7283 1.5354 0.0 -0.2 -0.5
C 0.3910 1.6579 1.0896 0.8 -0.4 1.9
N -0.4746 1.6638 0.0381 -0.5 -0.7 -1.1
N -1.3472 2.6673 -0.1625 -1.2 1.2 -0.3
C -2.4980 2.1870 -0.6114 1.2 0.3 0.6
C -3.5641 3.0400 -0.9892 -0.9 0.0 -0.4
C -4.7644 2.5034 -1.3665 0.8 0.6 0.2
C -4.9211 1.1089 -1.3737 0.4 -1.1 0.2
C -3.8430 0.3203 -1.0362 -1.4 -0.1 -0.3
N -2.6592 0.8117 -0.6646 -0.4 0.4 0.1
H -3.6889 -3.5989 4.3233 0.0 0.0 0.1
H -1.8785 -2.3327 5.4301 0.0 0.1 0.0
H -0.4652 -0.8286 4.1598 0.1 0.0 0.0
H -2.5902 -1.8824 0.5755 0.0 0.0 0.3
H -4.0434 -3.3328 1.8973 0.0 0.0 0.0
H 1.3919 -0.6876 3.3567 -0.1 0.0 0.0
H 2.7535 1.2036 4.0911 0.0 0.0 0.0
H 2.5955 3.4000 2.9696 0.0 0.0 0.0
H 1.1128 3.6637 0.9939 0.0 0.1 0.0
H -3.3967 4.1030 -0.9670 0.1 0.1 0.0
H -5.5807 3.1426 -1.6703 -0.1 0.1 0.0
H -5.8626 0.6573 -1.6373 -0.1 -0.1 -0.1
H -3.9144 -0.7676 -1.0748 0.0 0.2 0.0
C 5.3586 -2.1809 2.2321 0.5 0.2 0.0
O 4.1014 -2.7813 2.4347 -0.1 -0.2 0.1
C 3.0615 -2.3034 1.7177 0.0 -0.2 -0.2
S 3.2598 -0.9108 0.7943 0.4 0.4 -0.4
S 1.6573 -3.1872 1.8016 -0.3 -0.3 0.1
H 6.0850 -2.8053 2.7507 -0.1 0.0 0.1
H 5.3731 -1.1593 2.6238 0.1 -0.1 0.0
H 5.5958 -2.1387 1.1652 0.0 0.0 0.1
C 2.3032 0.9572 -2.0168 -0.5 0.1 -0.2
Ge 0.7236 1.6569 -3.0020 0.6 0.5 -0.7
C 0.4972 3.5613 -2.4630 0.0 -0.6 -0.1
C 1.3221 1.7642 -4.9379 -0.3 -0.2 0.6
C -0.8468 0.5143 -2.7642 0.3 -0.1 -0.2
H 3.0537 1.7364 -1.9091 0.0 0.1 0.0
H 2.7745 0.1375 -2.5557 0.0 -0.1 -0.1
H 2.0273 0.6102 -1.0184 0.2 0.0 -0.1
H 1.2207 4.1790 -2.9865 0.2 0.0 -0.2
H 0.6584 3.6647 -1.3970 0.0 0.0 0.1
H -0.4997 3.9274 -2.6871 -0.2 0.0 0.0
H 2.2936 2.2410 -5.0265 0.2 0.1 0.1
H 0.6147 2.3381 -5.5314 -0.2 0.1 0.0
H 1.3980 0.7738 -5.3786 0.0 -0.2 0.0
H -0.7603 -0.3788 -3.4045 0.1 0.2 0.0
H -1.7342 1.0648 -3.1031 0.2 0.0 0.1
N 2.3604 -2.5831 -1.6933 0.8 -0.1 -0.4
N 1.0215 -2.6476 -1.4956 -1.7 1.1 0.2
N 0.3224 -3.7582 -1.6931 0.7 0.6 0.1
C -0.9143 -3.3725 -1.4729 -0.2 0.2 0.1
N -1.0093 -2.0742 -1.1788 1.3 -0.8 0.0
N 0.2381 -1.6026 -1.1671 0.9 -4.2 -1.3
H 2.5745 -1.9991 -2.5049 -0.4 -0.2 0.2
H 2.8011 -2.1352 -0.8684 -0.1 0.0 0.3
H -1.7536 -4.0361 -1.5261 -0.2 -0.1 0.0
```
Forces are in eV/Å.

Output
LUMO (eV): 1.823
HOMO level (eV): -4.00
Total charge: -1


No. 3
Below is the molecule C14H18N2O5S at a distorted geometry, with properties calculated with the ωB97M-V functional and the def2-TZVPD basis.

The geometry in XYZ format:
```
40
Properties=species:S:1:pos:R:3:forces:R:3
C 1.2731 -4.0970 -0.1180 -0.7 0.8 0.3
C 1.6372 -2.6389 0.0718 0.5 0.1 0.4
O 1.8697 -2.2222 1.1984 -0.2 0.6 -0.8
N 1.7219 -1.8394 -1.0666 -0.2 0.3 1.1
C 1.7360 -2.3899 -2.4088 -0.1 -1.1 0.3
C 1.8110 -1.2967 -3.4198 -0.3 1.1 0.0
S 2.7097 0.0568 -2.6011 0.1 0.1 0.3
C 2.1868 -0.4645 -0.9426 0.6 0.5 1.4
C 1.1107 0.4568 -0.3357 -1.6 -0.5 -1.1
O -0.0168 0.4262 -0.8022 1.1 0.5 1.0
O 1.5221 1.2129 0.7102 0.4 -0.4 -0.5
C 0.6938 2.1910 1.2556 -1.8 1.8 0.7
C 0.8439 3.5479 0.8831 1.2 -0.3 -0.6
C 1.9620 3.8878 -0.0617 0.6 0.1 0.1
N 0.1542 4.5843 1.3677 -0.7 -1.4 0.6
C -0.8227 4.2705 2.2383 0.3 -1.6 -0.2
C -1.1058 2.9496 2.6907 0.0 1.5 0.2
C -2.2563 2.7570 3.7250 -0.6 -0.4 -0.6
O -2.7455 4.0145 4.2480 0.5 -0.4 -0.3
C -0.2876 1.9046 2.2155 0.5 -0.1 0.5
C -0.4811 0.4734 2.6576 0.4 0.1 -1.9
O -1.3448 -0.0673 1.6525 -0.4 -0.6 0.3
H 0.3341 -4.1231 -0.6822 0.2 -0.5 0.0
H 2.0730 -4.6165 -0.6093 0.2 -0.3 -0.6
H 1.1398 -4.5344 0.8775 -0.1 0.2 -0.3
H 2.6275 -3.0104 -2.4919 0.0 -0.3 -0.2
H 0.8294 -2.9909 -2.5793 0.4 0.0 0.1
H 2.4468 -1.5927 -4.2484 -0.3 0.0 -0.3
H 0.8120 -0.9464 -3.7219 0.5 -0.2 -0.1
H 3.0285 -0.3461 -0.2346 0.0 -0.5 -0.5
H 2.9361 3.8023 0.4654 -0.4 -0.3 -0.4
H 1.9482 3.2346 -0.9399 0.2 0.1 0.1
H 1.9216 4.9287 -0.3780 -0.3 -0.1 0.0
H -1.4077 5.0834 2.5960 -0.4 0.5 0.3
H -3.1157 2.1851 3.2779 0.7 0.6 0.0
H -1.9252 2.1017 4.5220 0.4 0.1 0.4
H -3.2501 3.9009 5.0713 0.4 -0.3 -0.6
H 0.4419 -0.1190 2.6799 0.1 0.4 0.0
H -0.9009 0.4199 3.6379 -0.8 -0.2 0.4
H -0.9435 0.0721 0.7669 -0.3 0.0 0.7
```
Forces are in eV/Å.

Output
SMILES: CC(=O)N1CCS[C@H]1C(=O)Oc1c(C)ncc(CO)c1CO
LUMO (eV): 0.433
HOMO level (eV): -9.02


No. 4
Below is C9H19INO as an isolated structure at a distorted geometry, with properties calculated with the ωB97M-V functional and the def2-TZVPD basis.

The geometry in XYZ format:
```
31
Properties=species:S:1:pos:R:3:forces:R:3
I 0.2898 -3.1976 1.9007 2.4 -3.2 2.6
C -1.8274 -1.1518 1.6236 0.2 1.1 -1.0
C -1.1771 -0.1606 0.5831 1.1 1.1 1.7
C -0.6206 1.0298 1.5188 0.9 -1.2 -1.4
C 0.1799 2.1341 0.6792 -1.4 -2.3 0.9
C 1.3078 1.4576 -0.1776 -0.9 1.0 0.4
C 1.0606 0.0321 -0.7885 1.0 -0.9 0.0
N 0.0211 -0.7387 -0.0515 0.2 0.6 0.8
O -0.2763 -1.9880 -0.5855 -0.6 1.9 -3.6
C 0.8730 0.1443 -2.3892 -0.7 -0.4 0.3
C 2.4531 -0.7607 -0.5646 -1.3 0.6 -0.9
C -2.1740 0.2995 -0.4290 -0.3 -0.2 -0.4
H -1.0797 -1.5372 2.3168 -0.7 1.0 0.0
H -2.2051 -2.0505 1.1359 -0.4 0.3 0.0
H -2.5901 -0.5928 2.1658 -0.4 0.0 -0.1
H -1.3718 1.3729 2.2302 -0.4 0.6 -0.5
H -0.0010 0.4003 2.1575 0.8 0.5 0.1
H 0.5200 2.9012 1.3750 0.4 0.0 -0.2
H -0.6096 2.5797 0.0741 0.2 0.2 -0.4
H 2.2408 1.5176 0.3827 -0.1 -0.6 0.4
H 1.5194 2.1562 -0.9871 -0.1 -0.1 -0.3
H 0.8888 1.1245 -2.8658 0.1 0.5 0.7
H 1.5984 -0.4208 -2.9744 0.3 -0.3 0.4
H -0.0890 -0.2564 -2.7086 -0.1 -0.3 0.3
H 2.5066 -1.6072 -1.2491 -0.1 -0.1 0.0
H 3.2280 -0.0490 -0.8494 0.3 -0.1 0.1
H 2.5971 -1.1507 0.4430 -0.3 0.4 0.1
H -2.6202 -0.5980 -0.8573 -0.3 0.1 -0.1
H -1.6765 0.8074 -1.2552 -0.1 0.4 0.1
H -2.9229 0.9280 0.0528 -0.2 0.0 -0.3
H -0.0430 -2.6251 0.0937 0.4 -0.6 0.4
```
Forces are in eV/Å.

Output
LUMO (eV): 3.221
HOMO level (eV): -3.32
Total charge: -1


No. 5
Below is C3H5NO as an isolated structure, with properties calculated with the ωB97M-V functional and the def2-TZVPD basis.

The geometry in XYZ format:
```
10
Properties=species:S:1:pos:R:3:forces:R:3
C 1.4966 0.1267 0.2954 0.0 0.0 -0.1
O 0.8994 0.7363 -0.6299 0.1 -0.1 0.2
C -0.9090 0.3167 -0.7133 -0.1 0.2 -0.1
C -0.9426 -0.5451 0.4619 -0.7 -0.1 0.0
N -2.0874 -0.9044 0.5885 0.7 0.2 -0.1
H 1.7557 0.6502 1.2264 -0.1 -0.1 -0.1
H 1.9858 -0.8386 0.1061 0.0 0.1 0.0
H 0.1173 -0.6962 0.9905 -0.1 0.0 0.1
H -0.9665 -0.1537 -1.6900 0.0 0.0 0.2
H -1.3494 1.3081 -0.6356 0.1 -0.2 0.0
```
Forces are in eV/Å.

Output
LUMO (spin up / spin down) (eV): -0.336 / -0.335
HOMO level (spin up / spin down) (eV): -8.78 / -8.78


No. 6
Below is the molecule C5H8O2 at a distorted geometry, with properties calculated with the ωB97M-V functional and the def2-TZVPD basis.

The geometry in XYZ format:
```
15
Properties=species:S:1:pos:R:3:forces:R:3
C 0.9183 -1.5420 -0.5193 -1.0 1.3 -2.1
C 0.4091 -0.8189 0.6719 -2.2 1.2 -0.7
O 1.2674 0.2392 1.0722 -0.1 0.2 0.2
C 0.3351 1.2369 0.7500 0.1 0.5 -0.1
C -0.2495 1.1662 -0.7083 1.0 -1.2 -1.7
C -0.8827 0.4920 0.4120 1.5 -2.1 0.1
O -2.1611 0.3635 0.9089 0.2 0.3 -0.1
H 0.5620 -0.8021 -1.4590 0.7 -2.9 1.7
H 1.9896 -1.4518 -0.7171 0.0 -0.3 0.7
H 0.5516 -2.5749 -0.6145 0.1 0.5 -0.1
H -0.0835 -1.3521 1.4808 0.6 -0.4 0.2
H 0.4846 2.1588 1.3062 -0.2 0.1 -0.4
H 0.1796 0.3547 -1.5010 -0.7 2.6 1.5
H -0.5067 2.0519 -1.2857 -0.4 0.1 0.8
H -2.8139 0.4788 0.2031 0.4 -0.1 0.1
```
Forces are in eV/Å.

Output
SMILES: C[C@H]1O[C@H]2C[C@]21O
LUMO (eV): 0.777
HOMO level (eV): -8.66


No. 7
Below is a 2-piece molecular cluster, C3H8O2 overall at a distorted geometry, with properties calculated with the ωB97M-V functional and the def2-TZVPD basis.

The geometry in XYZ format:
```
13
Properties=species:S:1:pos:R:3:forces:R:3
C -1.3104 0.8000 -1.2713 0.1 -0.1 -0.4
C -0.9530 -0.5906 -1.7404 0.0 0.6 2.2
O -1.7735 -1.4574 -1.8785 0.5 0.0 -0.7
H -1.9676 0.6296 -0.4011 -0.3 0.6 -0.8
H -0.4484 1.3775 -0.9223 0.0 -0.3 -0.2
H -1.6858 1.3025 -2.1716 -0.7 0.3 0.7
H 0.1313 -0.7194 -1.6017 0.3 -1.0 -1.0
C 1.4948 -0.1341 1.3005 -0.3 -1.2 1.0
O 0.9392 0.1208 2.5810 -0.4 0.7 0.4
H 1.9752 -1.1356 1.3984 0.3 0.9 -0.8
H 2.1617 0.7066 1.1279 0.2 -0.3 -0.4
H 0.7051 -0.2059 0.5437 0.2 0.2 0.0
H 0.7315 -0.6940 3.0355 -0.1 -0.2 -0.1
```
Forces are in eV/Å.

Output
SMILES: CC=O.CO
LUMO (eV): 0.789
HOMO level (eV): -9.93